(1)
A molecular structure, C20H29HfO4 at a distorted geometry, computed with ωB97M-V with the def2-TZVPD basis set.

Cartesian coordinates (Å):
O 0.71 -0.56 -1.51
C 1.17 0.65 -2.21
C 1.26 0.15 -3.62
H 2.17 0.91 -1.81
H 0.41 1.44 -2.22
C 0.92 -1.21 -2.93
H 2.27 0.38 -4.04
H 0.53 0.61 -4.31
C 2.25 -1.94 -3.01
H 3.04 -1.17 -2.98
H 2.37 -2.44 -3.98
H 2.34 -2.70 -2.22
C -0.31 -2.09 -3.20
H -1.26 -1.53 -3.22
H -0.44 -2.60 -2.20
H -0.23 -2.82 -4.05
Hf 0.31 -0.51 1.09
C -0.79 -0.32 3.37
C -1.35 0.97 3.79
C -2.63 1.20 3.15
H -0.90 1.56 4.57
C -2.83 0.15 2.24
C -1.74 -0.83 2.34
H -1.88 -1.90 2.16
H -0.22 -0.99 4.08
H -3.35 2.04 3.32
H -3.74 0.08 1.63
C 1.57 -2.04 2.93
C 0.66 -2.77 2.14
C 1.06 -2.64 0.77
H -0.12 -3.42 2.53
C 2.22 -1.77 0.74
C 2.54 -1.45 2.09
H 3.48 -1.00 2.44
H 1.64 -2.04 4.03
H 0.66 -3.16 -0.09
H 2.82 -1.53 -0.13
O -1.19 1.22 -0.34
C -2.28 1.12 -1.27
C -2.49 2.54 -1.83
H -3.15 0.72 -0.73
H -2.04 0.37 -2.05
C -1.45 3.44 -1.10
H -3.55 2.83 -1.68
H -2.38 2.58 -2.92
C -0.39 2.55 -0.46
H -1.91 3.98 -0.26
H -0.97 4.13 -1.80
H -0.04 2.81 0.57
H 0.54 2.41 -1.08
O 1.68 0.42 4.35
C 1.70 1.17 3.38
O 1.24 0.81 2.17
H 2.09 2.21 3.39

Output
**Spin multiplicity**: 1
**Net charge**: +1
**Energy above the lowest of the compared OMol25 structures with the same formula, charge and spin**: 4.732 eV
**Highest occupied orbital energy (spin up / spin down)**: -10.488 / -10.488 eV
**Kohn-Sham gap (spin up / spin down)**: 0.2777 / 0.2778 hartree
**E_LUMO (spin up / spin down)**: -2.9 / -2.9 eV

=====

(2)
A molecular structure, C20H29N11O9PSSc, computed with ωB97M-V with the def2-TZVPD basis set.

Cartesian coordinates (Å):
Sc -1.18 0.52 -0.22
C 1.79 0.35 3.85
C 1.23 0.58 2.48
N 1.30 -0.39 1.62
N 1.98 -1.52 2.01
C 1.93 -2.59 1.26
N 2.41 -3.73 1.76
S 1.25 -2.66 -0.34
C 0.64 1.90 2.15
C 1.20 3.00 2.79
C 0.68 4.27 2.57
C -0.42 4.39 1.74
C -0.92 3.26 1.13
N -0.41 2.03 1.31
H 1.51 -0.64 4.20
H 1.42 1.09 4.54
H 2.88 0.38 3.83
H 2.74 -3.75 2.71
H 2.64 -4.51 1.16
H 2.05 2.88 3.44
H 1.11 5.13 3.05
H -0.89 5.35 1.56
H -1.77 3.33 0.46
O 1.37 -1.01 -0.55
N 0.62 -0.34 0.43
C -0.40 2.68 -5.35
N -0.86 1.99 -4.14
C -1.13 0.56 -4.36
P -1.56 2.77 -2.89
O -1.51 1.81 -1.68
N -3.13 3.18 -3.07
C -4.24 2.52 -2.38
C -3.52 3.90 -4.28
N -0.72 4.14 -2.70
C -1.30 5.41 -2.26
C 0.74 4.14 -2.69
H 0.56 2.26 -5.65
H -0.27 3.74 -5.17
H -1.11 2.54 -6.17
H -0.21 0.06 -4.64
H -1.86 0.42 -5.16
H -1.52 0.09 -3.46
H -3.93 2.15 -1.41
H -4.63 1.68 -2.97
H -5.04 3.24 -2.24
H -2.66 4.40 -4.73
H -4.27 4.66 -4.04
H -3.95 3.22 -5.02
H -2.38 5.35 -2.23
H -1.01 6.21 -2.95
H -0.93 5.67 -1.27
H 1.13 3.18 -3.02
H 1.12 4.34 -1.68
H 1.12 4.92 -3.35
O -6.16 -5.16 0.73
N -5.39 -5.28 -0.19
O -5.30 -6.22 -0.95
C -4.45 -4.16 -0.42
C -3.54 -4.26 -1.49
C -2.69 -3.22 -1.69
C -2.64 -2.07 -0.87
O -1.78 -1.14 -1.14
C -3.58 -2.04 0.19
C -4.48 -3.08 0.40
N -3.66 -0.92 1.07
O -4.50 -0.87 1.91
O -2.81 0.03 0.98
N -1.73 -3.22 -2.80
O -2.01 -2.54 -3.76
O -0.72 -3.88 -2.66
H -3.55 -5.13 -2.12
H -5.20 -3.04 1.21

Output
**Spin multiplicity**: 1
**Net charge**: +2
**Energy above the lowest of the compared OMol25 structures with the same formula, charge and spin**: 1.026 eV
**Highest occupied orbital energy**: -14.312 eV
**Kohn-Sham gap**: 0.2724 hartree
**E_LUMO**: -6.9 eV

=====

(3)
A single C20H29N3O4S molecule, computed with ωB97M-V with the def2-TZVPD basis set.

Cartesian coordinates (Å):
C 5.53 -0.59 1.68
H 6.40 -1.23 1.69
H 5.83 0.45 1.70
H 4.89 -0.80 2.54
S 4.60 -0.84 0.14
C 4.20 -2.61 0.31
C 3.04 -2.88 1.27
H 3.10 -2.21 2.13
H 3.10 -3.90 1.64
C 1.68 -2.69 0.60
N 1.59 -1.44 -0.14
C 1.49 -1.40 -1.48
O 1.50 -2.40 -2.17
C 1.34 -0.02 -2.11
C -0.11 0.13 -2.59
H -0.23 1.10 -3.08
H -0.35 -0.65 -3.31
C -1.08 0.01 -1.41
N -0.56 0.71 -0.24
C -1.05 0.58 1.01
O -0.49 1.07 1.98
C -2.38 -0.15 1.21
N -2.25 -1.04 2.36
H -1.67 -0.58 3.06
H -3.15 -1.25 2.77
H -2.67 -0.75 0.34
C -3.44 0.97 1.43
C -3.51 1.87 0.23
C -4.30 1.52 -0.86
C -4.32 2.32 -2.00
C -3.55 3.47 -2.05
C -2.76 3.82 -0.97
C -2.75 3.02 0.17
H -2.13 3.30 1.01
H -2.16 4.72 -1.00
H -3.56 4.08 -2.94
H -4.94 2.04 -2.84
H -4.90 0.63 -0.82
H -4.41 0.50 1.61
H -3.15 1.54 2.31
C 0.45 1.72 -0.50
C 1.69 1.18 -1.22
H 2.49 0.92 -0.53
H 2.08 1.98 -1.85
H -0.02 2.51 -1.10
H 0.72 2.15 0.47
H -2.06 0.41 -1.69
H -1.18 -1.05 -1.15
H 1.99 -0.03 -2.99
H 1.56 -0.60 0.41
C 0.55 -2.63 1.63
O 0.73 -2.51 2.82
O -0.63 -2.63 1.05
H -1.34 -2.28 1.68
H 1.49 -3.48 -0.13
H 5.11 -3.11 0.64
H 3.95 -2.95 -0.70

Output
**Spin multiplicity**: 1
**Net charge**: 0
**Energy above the lowest of the compared OMol25 structures with the same formula, charge and spin**: 0.000 eV
**Highest occupied orbital energy**: -8.350 eV
**Kohn-Sham gap**: 0.3305 hartree
**E_LUMO**: 0.6 eV

=====

(4)
A single C20H29NO4 molecule, computed with ωB97M-V with the def2-TZVPD basis set.

Cartesian coordinates (Å):
C -4.26 -3.53 1.16
H -4.37 -2.72 1.87
C -5.04 -3.25 -0.12
C -4.52 -2.05 -0.90
C -4.72 -0.73 -0.17
C -4.25 0.46 -1.00
C -4.36 1.78 -0.23
O -3.63 1.76 0.98
C -2.28 1.55 0.99
C -1.80 0.93 2.14
C -0.46 0.68 2.32
C 0.46 1.02 1.33
C -0.01 1.65 0.18
C -1.36 1.93 0.00
O -1.84 2.59 -1.11
C -0.94 2.97 -2.12
H -0.44 2.11 -2.56
H -1.55 3.46 -2.88
H -0.20 3.68 -1.75
H 0.69 1.95 -0.58
C 1.87 0.73 1.54
C 2.89 0.96 0.71
C 4.26 0.63 1.13
O 4.56 0.51 2.31
N 5.21 0.54 0.15
C 4.99 0.28 -1.25
H 3.94 0.41 -1.52
C 5.42 -1.16 -1.57
O 6.76 -1.39 -1.22
C 6.97 -1.15 0.16
H 8.03 -1.34 0.35
C 6.59 0.28 0.54
H 6.67 0.43 1.61
H 7.24 0.98 0.01
H 6.36 -1.86 0.75
H 5.35 -1.35 -2.64
H 4.76 -1.86 -1.03
H 5.60 0.98 -1.84
H 2.75 1.42 -0.26
H 2.11 0.28 2.50
H -0.12 0.20 3.23
H -2.52 0.66 2.90
H -5.39 1.94 0.09
H -4.05 2.62 -0.87
H -3.21 0.31 -1.29
H -4.84 0.55 -1.91
H -4.17 -0.73 0.77
H -5.78 -0.60 0.07
H -3.45 -2.19 -1.09
H -5.03 -2.00 -1.86
H -6.10 -3.09 0.13
H -4.99 -4.14 -0.76
H -4.62 -4.44 1.63
H -3.20 -3.65 0.94

Output
**Spin multiplicity**: 1
**Net charge**: 0
**Energy above the lowest of the compared OMol25 structures with the same formula, charge and spin**: 2.164 eV
**Highest occupied orbital energy**: -8.011 eV
**Kohn-Sham gap**: 0.3030 hartree
**E_LUMO**: 0.2 eV

=====

(5)
A molecular structure, C20H29NOP2Tl at a distorted geometry, computed with ωB97M-V with the def2-TZVPD basis set.

Cartesian coordinates (Å):
C -1.49 3.27 -3.79
C -1.31 1.91 -3.59
C -0.02 1.33 -3.84
C 1.07 2.20 -4.26
C 0.82 3.58 -4.44
C -0.44 4.11 -4.21
C 2.34 1.64 -4.35
C 2.55 0.27 -4.14
C 1.42 -0.55 -3.76
C 1.62 -1.93 -3.44
C 2.91 -2.44 -3.47
C 4.02 -1.65 -3.84
C 3.84 -0.32 -4.19
H -2.48 3.69 -3.58
H 1.66 4.21 -4.75
H -0.64 5.17 -4.34
H 3.19 2.28 -4.59
H 3.05 -3.49 -3.17
H 5.01 -2.11 -3.86
H 4.68 0.32 -4.47
N 0.22 0.04 -3.52
Tl 0.19 0.13 -0.31
C -2.42 1.05 -3.00
H -2.38 0.04 -3.42
H -3.41 1.50 -3.20
C 0.46 -2.78 -2.94
H -0.45 -2.54 -3.50
H 0.69 -3.85 -3.07
P -2.28 0.90 -1.17
P 0.10 -2.47 -1.15
C 1.43 -3.36 -0.25
H 1.27 -3.23 0.83
H 1.45 -4.43 -0.49
H 2.41 -2.92 -0.50
C -1.42 -3.40 -0.76
H -1.32 -4.47 -0.99
H -1.64 -3.28 0.31
H -2.26 -2.98 -1.33
C -2.62 2.58 -0.58
H -3.57 2.94 -0.99
H -2.69 2.56 0.52
H -1.82 3.27 -0.87
C -3.75 -0.05 -0.67
H -3.79 -0.07 0.44
H -4.66 0.44 -1.06
H -3.69 -1.08 -1.04
H 2.53 2.54 -0.12
H 2.07 2.55 0.47
C -0.30 -1.21 3.08
O -1.04 -0.97 1.87
H 0.61 -1.76 2.80
H -0.87 -1.82 3.80
H -0.01 -0.27 3.55
H -2.00 -1.04 2.06

Output
**Spin multiplicity**: 1
**Net charge**: +1
**Energy above the lowest of the compared OMol25 structures with the same formula, charge and spin**: 0.000 eV
**Highest occupied orbital energy**: -10.288 eV
**Kohn-Sham gap**: 0.2542 hartree
**E_LUMO**: -3.4 eV

=====

(6)
A molecular structure, C20H29O19Pd at a distorted geometry, computed with ωB97M-V with the def2-TZVPD basis set.

Cartesian coordinates (Å):
Pd 19.56 -36.18 3.18
C 22.14 -33.03 4.72
C 21.44 -34.24 5.46
O 20.79 -35.15 4.67
H 22.66 -33.50 3.89
H 22.76 -32.38 5.32
H 21.44 -32.46 4.10
H 20.72 -33.79 6.14
H 22.17 -34.70 6.12
C 19.75 -39.18 6.99
C 19.73 -37.64 6.82
O 19.47 -37.32 8.18
C 18.70 -38.24 8.74
O 18.16 -38.23 9.82
O 18.77 -39.34 7.99
H 20.68 -39.62 7.36
H 19.61 -39.62 6.00
H 18.91 -37.24 6.22
H 20.68 -37.32 6.39
C 25.78 -33.25 5.01
C 25.40 -34.56 4.27
O 26.67 -35.14 3.97
C 27.64 -34.33 4.41
O 28.82 -34.50 4.24
O 27.13 -33.26 5.08
H 25.35 -33.34 6.01
H 25.44 -32.33 4.52
H 24.80 -34.24 3.42
H 24.83 -35.22 4.92
C 21.62 -32.80 -0.49
C 22.70 -33.05 0.56
O 22.28 -34.20 1.26
C 21.06 -34.63 0.74
O 20.37 -35.55 1.15
O 20.73 -33.84 -0.30
H 22.20 -32.89 -1.41
H 21.18 -31.80 -0.42
H 22.91 -32.24 1.25
H 23.67 -33.29 0.13
C 25.41 -27.73 5.12
C 25.80 -27.67 6.58
O 25.58 -28.99 6.93
C 24.84 -29.67 6.00
O 24.59 -30.83 6.04
O 24.68 -28.88 4.92
H 26.37 -27.79 4.61
H 24.87 -26.84 4.83
H 25.06 -27.00 7.02
H 26.84 -27.42 6.81
C 24.52 -38.42 7.02
C 23.62 -37.20 6.68
O 24.18 -36.27 7.55
C 25.47 -36.44 7.72
O 26.26 -35.65 8.11
O 25.77 -37.72 7.34
H 24.77 -39.11 6.21
H 24.04 -38.92 7.87
H 22.63 -37.55 6.97
H 23.68 -36.73 5.70
C 22.78 -32.53 10.23
C 23.69 -32.65 9.00
O 24.90 -32.59 9.65
C 24.83 -32.58 11.02
O 25.76 -32.35 11.76
O 23.60 -32.77 11.38
H 22.00 -33.29 10.24
H 22.28 -31.57 10.12
H 23.53 -31.82 8.30
H 23.49 -33.64 8.58

Output
**Spin multiplicity**: 4
**Net charge**: 0
**Energy above the lowest of the compared OMol25 structures with the same formula, charge and spin**: 0.000 eV
**Highest occupied orbital energy (spin up / spin down)**: -6.136 / -9.686 eV
**⟨S²⟩**: 3.763
**Kohn-Sham gap (spin up / spin down)**: 0.2194 / 0.2576 hartree
**E_LUMO (spin up / spin down)**: -0.2 / -2.7 eV

=====

(7)
A single C20H30ClN3O3 molecule at a distorted geometry, computed with ωB97M-V with the def2-TZVPD basis set.

Cartesian coordinates (Å):
C -2.49 -2.33 -4.77
C -2.07 -1.73 -3.42
C -0.56 -1.87 -3.06
C -0.13 -3.36 -3.06
C -0.17 -1.14 -1.74
C 1.35 -1.26 -1.40
C 1.84 -0.33 -0.28
O 2.28 0.78 -0.57
N 1.72 -0.78 0.97
C 2.08 -0.07 2.22
C 3.63 0.05 2.32
O 4.29 -1.21 2.40
C 1.34 1.28 2.36
C -0.10 0.94 2.77
C 0.00 -0.39 3.55
C -0.45 -0.26 5.02
C 1.46 -0.86 3.39
N -0.60 0.27 -1.72
C -1.66 0.76 -1.06
O -2.53 0.04 -0.57
C -1.75 2.25 -0.95
C -3.00 2.89 -0.88
N -3.14 4.23 -0.77
C -2.02 4.99 -0.72
C -0.74 4.45 -0.78
Cl 0.65 5.46 -0.69
C -0.60 3.06 -0.89
H -3.53 -2.07 -5.00
H -1.87 -1.95 -5.58
H -2.43 -3.41 -4.77
H -2.34 -0.67 -3.44
H -2.68 -2.16 -2.62
H -0.01 -1.38 -3.87
H -0.64 -3.92 -2.28
H -0.35 -3.84 -4.01
H 0.95 -3.47 -2.92
H -0.69 -1.66 -0.93
H 1.60 -2.28 -1.11
H 1.94 -1.03 -2.28
H 1.50 -1.75 1.09
H 4.02 0.57 1.45
H 3.91 0.67 3.18
H 4.51 -1.40 3.31
H 1.80 1.88 3.14
H 1.36 1.89 1.46
H -0.55 1.74 3.35
H -0.72 0.80 1.89
H -0.66 -1.12 3.07
H 0.16 0.48 5.55
H -1.49 0.06 5.09
H -0.36 -1.21 5.54
H 1.50 -1.94 3.23
H 2.02 -0.66 4.31
H 0.07 0.94 -2.07
H -3.91 2.31 -0.90
H -2.16 6.06 -0.63
H 0.40 2.64 -0.92

Output
**Spin multiplicity**: 1
**Net charge**: 0
**Energy above the lowest of the compared OMol25 structures with the same formula, charge and spin**: 0.475 eV
**Highest occupied orbital energy**: -9.510 eV
**Kohn-Sham gap**: 0.3631 hartree
**E_LUMO**: 0.4 eV

=====

(8)
A molecular structure, C20H30CoN4OSSi2 at a distorted geometry, computed with ωB97M-V with the def2-TZVPD basis set.

Cartesian coordinates (Å):
Co -0.19 -0.12 -0.16
N -1.98 3.99 -1.09
C -1.46 2.76 -0.71
S -1.15 1.65 -1.99
N -1.30 2.55 0.56
N -0.85 1.38 1.00
C -0.74 1.22 2.32
C -0.20 0.05 2.84
C -0.13 -0.22 4.24
C 0.37 -1.40 4.69
C 0.87 -2.32 3.75
C 0.79 -2.00 2.40
N 0.26 -0.88 1.94
H -1.68 4.27 -2.01
H -1.90 4.71 -0.38
H -1.08 2.02 2.98
H -0.51 0.54 4.92
H 0.40 -1.62 5.75
H 1.29 -3.27 4.06
H 1.17 -2.69 1.66
C 0.62 -1.68 -3.39
Si 0.20 -1.99 -1.52
C 1.53 -3.32 -1.01
C -1.43 -3.03 -1.62
C -1.51 -4.28 -2.23
C -2.69 -5.00 -2.21
C -3.83 -4.45 -1.63
C -3.76 -3.19 -1.06
C -2.56 -2.49 -1.02
Si -2.38 -0.87 -0.01
C -2.95 -1.49 1.75
C -3.88 0.22 -0.56
H 0.53 -2.60 -3.97
H 1.63 -1.31 -3.51
H -0.05 -0.95 -3.82
H 1.75 -3.99 -1.84
H 1.17 -3.92 -0.19
H 2.46 -2.85 -0.70
H -0.64 -4.71 -2.70
H -2.74 -5.99 -2.65
H -4.75 -5.01 -1.61
H -4.64 -2.76 -0.61
H -3.87 -2.07 1.66
H -3.13 -0.67 2.43
H -2.19 -2.13 2.18
H -4.83 -0.26 -0.33
H -3.84 0.40 -1.63
H -3.87 1.19 -0.07
C 2.92 2.34 0.21
C 1.95 1.87 -0.88
C 2.67 1.76 -2.24
O 1.39 0.69 -0.53
H 3.35 3.31 -0.04
H 3.72 1.61 0.33
H 2.38 2.43 1.15
H 1.18 2.66 -1.00
H 3.43 0.99 -2.19
H 3.14 2.72 -2.49
H 1.95 1.50 -3.01

Output
**Spin multiplicity**: 5
**Net charge**: -1
**Energy above the lowest of the compared OMol25 structures with the same formula, charge and spin**: 2.653 eV
**Highest occupied orbital energy (spin up / spin down)**: -2.440 / -4.237 eV
**⟨S²⟩**: 6.086
**Kohn-Sham gap (spin up / spin down)**: 0.1934 / 0.2472 hartree
**E_LUMO (spin up / spin down)**: 2.8 / 2.5 eV